DFT (wB97M-V/def2-TZVPD) results for a 7-piece molecular cluster, C15H45O7 overall.

Computed properties:
- total energy (Ha) = -1124.9534
- lowest unoccupied orbital energy (eV) = -2.0
- energy relative to the best compared isomer or geometry (same formula, charge and spin) (eV) = 0.355
- total charge = +1
- Kohn-Sham gap (eV) = 10.1

Structure (XYZ):
```
67
C15H45O7, DFT wB97M-V/def2-TZVPD
O -0.170 -0.484 -0.182
H -0.891 -0.616 -0.852
H 0.283 -1.369 0.014
H -0.541 -0.082 0.662
C 1.537 -3.853 -1.690
C 0.696 -3.874 -0.437
O 0.951 -2.719 0.389
H 1.412 -2.906 -2.222
H 1.241 -4.640 -2.385
H 2.600 -3.975 -1.481
H 0.885 -4.772 0.152
H -0.367 -3.827 -0.667
H 1.790 -2.828 0.848
C -0.832 3.657 -0.462
C 0.364 4.516 -0.791
O 1.345 3.717 -1.462
H -1.249 3.165 -1.341
H -1.606 4.231 0.045
H -0.516 2.879 0.242
H 0.777 4.877 0.163
H 0.126 5.418 -1.357
H 1.789 4.258 -2.120
C -4.431 -3.191 0.704
C -3.615 -1.923 0.553
O -2.515 -2.070 -0.345
H -3.786 -4.029 0.974
H -5.013 -3.432 -0.184
H -5.131 -3.078 1.538
H -3.192 -1.645 1.517
H -4.265 -1.106 0.216
H -2.832 -2.391 -1.195
C 3.352 0.098 1.246
C 2.767 1.419 0.829
C 3.814 2.514 0.862
O 2.216 1.262 -0.473
H 2.606 -0.698 1.172
H 3.699 0.144 2.281
H 4.205 -0.169 0.619
H 1.942 1.660 1.524
H 4.623 2.246 0.177
H 4.213 2.681 1.862
H 3.418 3.462 0.490
H 1.979 2.148 -0.801
C -0.695 1.793 -3.795
C -1.119 0.369 -3.508
C 0.037 -0.620 -3.565
O -1.716 0.257 -2.188
H -1.546 2.430 -4.044
H -0.024 1.820 -4.654
H -0.172 2.206 -2.931
H -1.847 0.016 -4.249
H 0.793 -0.412 -2.801
H 0.547 -0.530 -4.525
H -0.329 -1.644 -3.478
H -2.572 0.693 -2.209
C -0.066 1.007 4.220
C -0.126 -0.054 3.131
C -0.582 -1.389 3.679
O -1.034 0.385 2.075
H -0.985 1.028 4.811
H 0.087 1.994 3.779
H 0.763 0.824 4.905
H 0.865 -0.145 2.688
H 0.103 -1.707 4.471
H -0.594 -2.174 2.923
H -1.562 -1.301 4.155
H -1.904 0.482 2.478
```

***

DFT (wB97M-V/def2-TZVPD) results for a single C10H10NP molecule at a distorted geometry.

Computed properties:
- total energy (Ha) = -783.0179
- lowest unoccupied orbital energy (eV) = -0.7
- energy relative to the best compared isomer or geometry (same formula, charge and spin) (eV) = 0.000
- Kohn-Sham gap (eV) = 7.5

Structure (XYZ):
```
22
C10H10NP, DFT wB97M-V/def2-TZVPD
C 1.133 -0.896 2.376
C 1.544 1.461 2.307
C 2.487 -1.134 2.664
C 2.882 1.098 2.500
C 0.650 0.401 2.305
C -0.340 -0.135 -1.855
C -0.220 0.075 -0.515
C -1.577 -0.053 -2.655
C -1.168 0.676 0.300
C -2.766 -0.549 -2.289
N 3.305 -0.113 2.760
P -1.037 0.900 2.018
H 0.541 -1.671 2.178
H 1.200 2.485 2.266
H 2.959 -2.021 2.424
H 3.612 1.882 2.667
H 0.431 -0.739 -2.203
H 0.783 0.052 -0.229
H -1.539 0.063 -3.694
H -2.004 1.054 -0.206
H -3.565 -0.855 -2.829
H -2.862 -0.784 -1.187
```

***

DFT (wB97M-V/def2-TZVPD) results for a 2-piece molecular cluster, C3H12N2Si overall at a distorted geometry.

Computed properties:
- total energy (Ha) = -520.2951
- lowest unoccupied orbital energy (spin up / spin down) (eV) = 0.5 / -0.8
- energy relative to the best compared isomer or geometry (same formula, charge and spin) (eV) = 7.566
- Kohn-Sham gap (spin up / spin down) (eV) = 9.2 / 7.5

Structure (XYZ):
```
18
C3H12N2Si, DFT wB97M-V/def2-TZVPD
C -1.376 -0.323 -1.172
C -2.178 0.806 0.809
C 1.658 -1.653 -0.306
N -1.323 -0.086 0.172
N 1.299 -0.243 -0.407
Si 1.929 1.099 0.581
H -2.066 0.373 -1.708
H -0.312 -0.193 -1.482
H -1.643 -1.368 -1.318
H -2.890 1.012 0.011
H -2.499 0.564 1.827
H -1.654 1.798 0.920
H 0.866 -2.215 0.348
H 1.645 -2.264 -1.299
H 2.647 -1.811 0.133
H 3.060 1.892 0.356
H 0.734 2.137 0.673
H 2.103 0.474 1.863
```

***

DFT (wB97M-V/def2-TZVPD) results for a single C6H5NO molecule at a distorted geometry.

Computed properties:
- total energy (Ha) = -361.4141
- lowest unoccupied orbital energy (eV) = -1.0
- energy relative to the best compared isomer or geometry (same formula, charge and spin) (eV) = 4.629
- Kohn-Sham gap (eV) = 7.8

Structure (XYZ):
```
13
C6H5NO, DFT wB97M-V/def2-TZVPD
C 0.664 0.093 -0.569
C -0.579 0.911 -0.295
C -1.375 0.337 0.918
C -0.762 -1.122 0.982
C 0.263 -1.258 -0.082
C 1.215 0.058 -1.882
H 1.157 0.645 1.192
H -0.614 2.086 -0.566
H -2.300 0.872 1.239
H -1.364 -1.707 1.887
H 0.948 -2.094 -0.054
N 1.189 0.338 -3.062
O 1.560 0.843 0.290
```

***

DFT (wB97M-V/def2-TZVPD) results for C16H19BrW as an isolated structure at a distorted geometry.

Computed properties:
- total energy (Ha) = -3261.9162
- spin multiplicity = 3
- lowest unoccupied orbital energy (spin up / spin down) (eV) = -2.6 / -2.6
- Kohn-Sham gap (spin up / spin down) (eV) = 2.7 / 2.6

Structure (XYZ):
```
37
C16H19BrW, DFT wB97M-V/def2-TZVPD
C 1.425 -0.277 -2.045
C 1.590 -1.252 -1.007
C 0.375 -1.981 -0.890
H 2.537 -1.514 -0.538
C -0.575 -1.426 -1.800
C 0.069 -0.368 -2.520
H -0.389 0.294 -3.253
H 2.201 0.373 -2.455
H 0.194 -2.802 -0.211
H -1.580 -1.788 -1.972
W 0.026 0.178 -0.340
Br 1.241 2.223 -0.368
C 0.301 5.705 -1.872
C -0.194 5.309 -3.155
C 0.922 4.900 -3.951
H -1.235 5.341 -3.478
C 2.106 5.046 -3.163
C 1.722 5.537 -1.875
H 2.397 5.775 -1.054
H -0.295 6.099 -1.049
H 0.880 4.563 -4.988
H 3.126 4.849 -3.495
C -1.678 -3.991 2.097
C -1.078 -2.841 2.923
C -2.102 -2.326 3.934
C 0.205 -3.343 3.594
C -0.729 -1.742 2.040
C -0.481 -0.717 1.405
H -1.959 -4.807 2.774
H -0.944 -4.362 1.373
H -2.562 -3.652 1.547
H -2.372 -3.119 4.636
H -1.700 -1.476 4.493
H -3.006 -1.998 3.411
H 0.888 -3.732 2.831
H 0.711 -2.533 4.126
H -0.035 -4.147 4.296
```

***

DFT (wB97M-V/def2-TZVPD) results for a single C5H8O2 molecule at a distorted geometry.

Computed properties:
- total energy (Ha) = -345.7265
- lowest unoccupied orbital energy (eV) = 0.7
- energy relative to the best compared isomer or geometry (same formula, charge and spin) (eV) = 2.136
- Kohn-Sham gap (eV) = 10.1

Structure (XYZ):
```
15
C5H8O2, DFT wB97M-V/def2-TZVPD
C 1.843 -0.216 1.100
C 0.843 0.397 0.181
C -0.796 -0.368 -1.336
C -0.616 -0.079 0.118
O -1.105 -0.791 1.209
C -1.306 0.967 -0.673
O 1.212 1.280 -0.572
H 2.824 0.043 0.692
H 1.727 -1.293 1.221
H 1.718 0.272 2.070
H -1.659 -0.878 -1.750
H 0.121 -0.709 -1.826
H -1.555 -1.578 0.875
H -2.386 0.998 -0.749
H -0.864 1.956 -0.560
```

***

DFT (wB97M-V/def2-TZVPD) results for C24H36N2O5S as an isolated structure at a distorted geometry.

Computed properties:
- total energy (Ha) = -1819.2168
- lowest unoccupied orbital energy (eV) = 0.5
- energy relative to the best compared isomer or geometry (same formula, charge and spin) (eV) = 22.628
- Kohn-Sham gap (eV) = 8.7

Structure (XYZ):
```
68
C24H36N2O5S, DFT wB97M-V/def2-TZVPD
C -0.618 -1.825 -2.714
C 0.693 -1.746 -1.927
C 1.868 -1.077 -2.435
C 2.869 -0.999 -1.618
C 2.745 -1.497 -0.399
C 1.554 -2.093 0.291
C 0.438 -2.326 -0.449
H -0.370 -2.687 -0.363
C 1.491 -2.531 1.533
H 1.466 -1.807 2.352
H 0.647 -3.045 1.739
H 2.362 -2.980 1.771
S 4.082 -0.988 0.722
O 3.695 -0.782 2.256
O 5.257 -1.504 0.323
N 4.207 0.779 0.535
H 5.270 0.754 0.167
C 3.801 1.813 1.388
H 4.007 1.628 2.281
C 2.369 2.387 1.142
C 1.309 1.389 1.555
C 0.115 1.129 0.833
H 0.601 0.487 -0.045
H -0.607 0.544 1.394
C -0.357 2.447 -0.241
C -1.332 1.808 -0.990
O -1.141 1.405 -2.157
N -2.627 1.713 -0.538
C -3.208 1.544 0.971
H -2.352 1.981 1.593
C -3.464 0.278 1.288
H -3.898 0.179 2.228
H -2.564 -0.437 1.347
C -4.550 -0.592 0.392
C -4.064 -0.473 -1.034
C -3.630 1.232 -1.372
H -3.243 1.082 -2.594
H -4.569 1.674 -1.072
H -3.173 -1.007 -1.104
H -4.927 -0.652 -1.606
O -5.687 0.144 0.669
C -6.820 -0.535 1.432
H -7.776 -0.469 0.821
C -6.193 -2.153 0.939
H -6.442 -2.666 1.638
O -4.596 -1.866 0.817
H -6.448 -2.508 0.002
H -6.535 -0.535 2.307
H -4.013 2.281 0.794
C 0.615 3.125 -0.690
C 2.173 2.562 -0.521
H 2.293 1.597 -1.021
H 3.071 3.264 -0.988
H 0.615 2.919 -1.713
H 0.821 4.041 -0.327
H -0.766 3.021 0.964
H 1.827 0.417 1.899
H 0.844 1.869 2.588
H 2.334 3.422 1.518
H 4.665 2.699 1.473
C 4.133 -0.485 -2.277
H 4.145 0.663 -2.020
H 4.985 -0.812 -1.742
H 3.968 -0.709 -3.138
H 1.780 -0.972 -3.405
H -1.382 -2.557 -2.335
H -0.398 -2.287 -3.735
H -1.033 -0.703 -2.784
```

***

DFT (wB97M-V/def2-TZVPD) results for C33H25IN6O3OsS2 as an isolated structure at a distorted geometry.

Computed properties:
- total energy (Ha) = -3010.8853
- spin multiplicity = 5
- lowest unoccupied orbital energy (spin up / spin down) (eV) = -6.2 / -8.3
- energy relative to the best compared isomer or geometry (same formula, charge and spin) (eV) = 0.666
- total charge = +2
- Kohn-Sham gap (spin up / spin down) (eV) = 6.8 / 4.7

Structure (XYZ):
```
71
C33H25IN6O3OsS2, DFT wB97M-V/def2-TZVPD
Os -0.167 0.308 0.732
C 1.375 -1.985 -3.306
C 0.514 -1.684 -2.110
N 0.959 -0.883 -1.182
N 2.264 -0.571 -1.303
C 2.811 0.236 -0.469
S 2.019 1.166 0.782
S 4.529 0.509 -0.501
C 4.877 0.498 -2.318
C 4.456 1.840 -2.855
C 5.347 2.909 -2.842
C 4.924 4.179 -3.204
C 3.602 4.396 -3.565
C 2.715 3.330 -3.611
C 3.138 2.059 -3.259
C -0.790 -2.306 -2.004
C -1.045 -3.486 -2.702
C -2.295 -4.079 -2.697
C -3.370 -3.488 -1.998
C -3.166 -2.349 -1.287
C -1.873 -1.726 -1.231
O -1.748 -0.664 -0.564
H 1.936 -1.096 -3.580
H 0.782 -2.302 -4.159
H 2.103 -2.764 -3.065
H 4.351 -0.345 -2.756
H 5.952 0.342 -2.385
H 6.376 2.746 -2.544
H 5.625 5.002 -3.191
H 3.266 5.395 -3.809
H 1.690 3.490 -3.923
H 2.448 1.224 -3.299
H -0.240 -3.966 -3.240
H -2.455 -5.000 -3.241
H -4.350 -3.946 -2.023
H -3.963 -1.875 -0.727
O -2.902 -2.245 7.380
N -3.377 -2.113 6.276
O -4.547 -2.243 5.974
C -2.428 -1.804 5.184
C -1.180 -2.301 5.312
C -0.204 -2.120 4.289
C 1.082 -2.684 4.357
C 1.932 -2.517 3.292
C 1.511 -1.780 2.189
N 0.320 -1.190 2.118
C -0.540 -1.363 3.160
C -1.840 -0.764 3.070
N -2.074 0.025 1.998
C -3.282 0.517 1.802
C -4.328 0.288 2.693
C -4.100 -0.458 3.825
C -2.824 -1.019 4.044
H -0.927 -2.866 6.200
H 1.382 -3.245 5.232
H 2.923 -2.947 3.291
H 2.163 -1.671 1.333
H -3.425 1.115 0.910
H -5.303 0.708 2.494
H -4.894 -0.632 4.531
I -2.636 3.477 -3.736
C -1.859 3.391 -1.796
C -1.859 4.499 -0.959
C -1.304 4.374 0.308
C -0.779 3.160 0.697
N -0.792 2.082 -0.111
C -1.322 2.201 -1.337
H -2.281 5.441 -1.283
H -1.275 5.214 0.987
H -0.321 3.039 1.670
H -1.309 1.318 -1.959
```

***

DFT (wB97M-V/def2-TZVPD) results for C12H38B2KO6S4Sn as an isolated structure at a distorted geometry.

Computed properties:
- total energy (Ha) = -3387.5903
- lowest unoccupied orbital energy (eV) = -5.0
- total charge = +1
- Kohn-Sham gap (eV) = 6.4

Structure (XYZ):
```
64
C12H38B2KO6S4Sn, DFT wB97M-V/def2-TZVPD
Sn -0.230 -3.207 -2.347
K -3.890 -0.109 -1.424
B -3.401 -2.993 -2.119
H -2.883 -2.589 -1.263
H -3.148 -4.041 -2.155
H -4.469 -2.843 -2.087
H -2.997 -2.552 -3.017
B -0.966 -0.534 -0.929
H 0.069 -0.249 -1.038
H -1.614 0.253 -0.574
H -1.344 -0.887 -1.876
H -1.052 -1.337 -0.214
C 1.160 4.479 -3.927
S 1.461 3.163 -2.650
O 1.843 3.923 -1.392
C -0.323 2.762 -2.354
H 0.666 4.208 -4.860
H 2.099 4.977 -4.169
H 0.491 5.264 -3.574
H -0.255 2.305 -1.367
H -0.637 2.134 -3.188
H -0.993 3.613 -2.235
C 3.339 0.507 -1.526
S 3.489 -1.037 -2.548
O 2.561 -2.113 -2.072
C 2.807 -0.368 -4.127
H 3.674 1.381 -2.084
H 3.985 0.420 -0.652
H 2.292 0.582 -1.232
H 3.671 0.078 -4.620
H 1.929 0.238 -3.903
H 2.508 -1.224 -4.732
C -2.441 -0.836 2.350
S -3.731 0.399 2.233
O -4.727 0.033 1.136
C -4.553 0.038 3.855
H -2.741 -1.831 2.019
H -2.008 -0.906 3.347
H -1.713 -0.428 1.649
H -4.989 -0.957 3.944
H -5.314 0.812 3.958
H -3.816 0.230 4.635
C 1.661 -2.212 1.426
S 1.884 -4.017 1.133
O 1.109 -4.381 -0.123
C 3.683 -3.871 0.702
H 0.603 -1.966 1.514
H 1.946 -1.596 0.573
H 2.310 -1.965 2.267
H 4.188 -4.836 0.670
H 4.106 -3.299 1.528
H 3.768 -3.313 -0.231
O -1.941 2.924 4.483
C -1.042 2.476 3.764
O -0.978 2.522 2.444
C 0.142 1.829 1.823
C 0.715 1.064 2.977
C 0.172 1.745 4.269
H 0.896 2.450 1.339
H -0.246 1.173 1.044
H 1.800 1.151 2.905
H 0.480 0.000 3.010
H 1.041 2.334 4.564
H -0.099 1.029 5.044
```

***

DFT (wB97M-V/def2-TZVPD) results for C13H17Cl2FeNO2P as an isolated structure at a distorted geometry.

Computed properties:
- total energy (Ha) = -3235.5199
- spin multiplicity = 6
- lowest unoccupied orbital energy (spin up / spin down) (eV) = -10.4 / -11.2
- energy relative to the best compared isomer or geometry (same formula, charge and spin) (eV) = 2.544
- total charge = +2
- Kohn-Sham gap (spin up / spin down) (eV) = 5.0 / 4.1

Structure (XYZ):
```
37
C13H17Cl2FeNO2P, DFT wB97M-V/def2-TZVPD
C -4.118 1.517 -0.696
C -2.637 1.430 -0.542
H -4.458 2.503 -1.058
H -4.749 1.304 0.186
H -4.344 0.788 -1.490
O -1.873 2.370 -0.875
Cl -2.245 0.911 1.823
Fe -1.464 -0.069 0.092
P -0.184 -0.256 -1.914
C 1.317 0.750 -2.191
C 0.534 -1.816 -2.541
H -2.133 -0.480 -3.391
H -0.628 0.022 -4.286
H -1.559 1.251 -3.324
C -1.251 0.190 -3.384
H -0.120 -2.658 -2.304
H 0.655 -1.727 -3.630
H 1.522 0.828 -3.263
H 2.141 0.228 -1.679
H 1.522 -1.939 -2.087
H 1.201 1.754 -1.760
C -0.171 1.811 -0.017
O 0.370 2.788 0.294
Cl -2.304 -1.936 -0.651
N -0.010 -0.466 1.401
C 0.769 -0.570 2.266
C 1.742 -0.888 3.252
C 2.733 0.051 3.604
C 3.605 -0.225 4.663
C 3.538 -1.460 5.325
C 2.574 -2.398 4.951
C 1.707 -2.130 3.896
H 2.806 0.993 3.035
H 4.334 0.530 4.957
H 4.257 -1.689 6.117
H 2.490 -3.342 5.477
H 0.977 -2.865 3.560
```

***

DFT (wB97M-V/def2-TZVPD) results for a single CH6O3Si molecule at a distorted geometry.

Computed properties:
- total energy (Ha) = -556.8825
- lowest unoccupied orbital energy (eV) = 0.7
- energy relative to the best compared isomer or geometry (same formula, charge and spin) (eV) = 5.172
- Kohn-Sham gap (eV) = 10.8

Structure (XYZ):
```
11
CH6O3Si, DFT wB97M-V/def2-TZVPD
C 0.970 0.475 -0.402
O -2.315 0.560 1.276
O -0.455 -1.841 -1.149
O -1.855 -0.176 0.121
Si -0.374 -0.793 0.050
H 1.817 -0.039 -0.722
H 0.674 1.122 -1.191
H 1.294 1.089 0.384
H -2.947 1.222 0.980
H -1.287 -2.336 -1.459
H -0.252 -1.601 1.343
```